{
  "formula": "C35H32BrF23INO8S2",
  "method": "ωB97M-V/def2-TZVPD",
  "elements": ["C", "C", "O", "C", "C", "O", "C", "C", "O", "C", "C", "C", "C", "C", "C", "C", "F", "F", "F", "C", "C", "C", "O", "Br", "S", "C", "C", "C", "C", "I", "C", "C", "S", "O", "O", "C", "F", "F", "F", "N", "C", "C", "F", "H", "H", "H", "H", "H", "H", "H", "H", "H", "H", "H", "H", "H", "H", "H", "H", "H", "H", "H", "H", "H", "H", "H", "H", "F", "C", "F", "C", "F", "F", "C", "O", "C", "F", "F", "C", "F", "F", "H", "H", "H", "H", "F", "C", "F", "C", "F", "F", "C", "O", "C", "F", "F", "C", "F", "F", "H", "H", "H", "H"],
  "xyz": [[6.590, -1.552, -2.326], [7.398, -1.396, -3.616], [8.107, -0.175, -3.648], [7.366, 0.896, -4.202], [7.622, 2.150, -3.395], [6.588, 3.061, -3.668], [6.878, 4.383, -3.251], [5.868, 5.310, -3.903], [5.415, 6.307, -3.005], [4.003, 6.274, -2.854], [3.559, 5.104, -2.006], [2.985, 4.020, -2.650], [2.616, 2.889, -1.937], [2.776, 2.857, -0.561], [3.320, 3.958, 0.132], [3.432, 3.807, 1.638], [4.185, 2.746, 1.949], [2.228, 3.618, 2.182], [3.959, 4.854, 2.276], [3.735, 5.077, -0.607], [4.373, 6.287, 0.042], [5.836, 6.204, 0.441], [6.459, 7.163, 0.657], [6.714, 4.475, 0.654], [2.329, 1.340, 0.261], [0.948, 0.862, -0.728], [1.001, 1.146, -2.095], [-0.066, 0.773, -2.912], [-1.179, 0.121, -2.397], [-2.699, -0.448, -3.722], [-1.242, -0.161, -1.039], [-0.176, 0.208, -0.219], [-0.405, -0.249, 1.493], [-1.274, -1.396, 1.487], [-0.823, 0.846, 2.312], [1.190, -0.937, 2.190], [1.904, -1.513, 1.234], [1.892, -0.027, 2.821], [0.826, -1.859, 3.063], [2.115, 1.788, -2.693], [3.174, 0.858, -3.136], [3.217, 0.733, -4.680], [2.384, 1.650, -5.284], [6.537, -2.595, -2.027], [7.111, -1.027, -1.531], [5.585, -1.159, -2.447], [8.117, -2.208, -3.678], [6.740, -1.494, -4.480], [6.299, 0.678, -4.249], [7.711, 1.052, -5.227], [8.605, 2.551, -3.645], [7.632, 1.861, -2.340], [7.906, 4.638, -3.516], [6.776, 4.497, -2.174], [6.304, 5.771, -4.788], [5.066, 4.664, -4.256], [3.655, 7.223, -2.464], [3.567, 6.158, -3.847], [2.844, 4.019, -3.720], [3.855, 6.556, 0.956], [4.324, 7.163, -0.587], [-0.018, 0.998, -3.968], [-2.095, -0.677, -0.638], [3.052, -0.119, -2.678], [4.128, 1.287, -2.843], [2.957, -0.267, -5.022], [4.219, 0.951, -5.045], [-5.017, -6.069, 0.917], [-4.494, -6.092, 2.160], [-5.321, -6.821, 2.945], [-4.374, -4.684, 2.743], [-5.606, -4.145, 2.903], [-3.838, -4.846, 3.983], [-3.466, -3.684, 2.010], [-4.086, -2.757, 1.141], [-4.358, -3.038, -0.166], [-3.813, -4.200, -0.566], [-3.771, -2.058, -0.900], [-5.859, -2.976, -0.462], [-6.531, -3.859, 0.303], [-6.065, -3.295, -1.760], [-3.516, -6.582, 2.133], [-3.046, -3.055, 2.793], [-2.618, -4.179, 1.538], [-6.239, -1.971, -0.268], [-11.634, -4.179, 5.306], [-11.618, -3.241, 6.272], [-12.584, -2.334, 5.987], [-10.271, -2.518, 6.336], [-10.063, -1.824, 5.198], [-10.398, -1.610, 7.347], [-9.025, -3.354, 6.673], [-8.200, -3.774, 5.604], [-8.442, -4.939, 4.917], [-9.398, -5.681, 5.509], [-7.305, -5.662, 4.949], [-8.760, -4.670, 3.445], [-9.841, -3.871, 3.326], [-9.036, -5.844, 2.831], [-11.852, -3.706, 7.234], [-8.388, -2.678, 7.239], [-9.264, -4.178, 7.346], [-7.911, -4.196, 2.952]],
  "mulliken_charge": [-0.68, -0.32, -0.45, 0.34, -0.64, -0.19, 0.09, -0.31, -0.39, -2.00, 0.62, -0.51, -1.59, 1.71, 0.33, 0.14, -0.19, -0.25, -0.30, 0.82, -1.16, 0.50, -0.49, -0.20, -0.40, 0.57, -1.59, -0.41, -1.02, 0.04, -0.40, 0.46, 1.39, -0.60, -0.70, 0.73, -0.21, -0.17, -0.23, 0.63, -0.33, -0.64, -0.33, 0.43, 0.28, -0.10, 0.39, 0.29, -0.18, 0.16, 0.40, 0.19, 0.40, -0.30, 0.37, 0.18, 0.63, 0.46, 0.60, 0.75, 0.31, 0.62, 0.81, 0.54, 0.42, 0.39, 0.22, -0.23, -0.03, -0.23, 0.89, -0.21, -0.34, -0.70, -0.33, 0.63, -0.31, -0.21, 0.22, -0.19, -0.26, 0.29, 0.43, 0.34, 0.26, -0.21, 0.07, -0.27, 0.90, -0.26, -0.33, -0.75, -0.33, 0.74, -0.31, -0.24, 0.62, -0.25, -0.27, 0.29, 0.39, 0.31, -0.05],
  "lumo_ev": -0.308,
  "mol_weight_g_mol": 1302.54,
  "smiles": "CCOCCOCCOCc1cc2c(c(C(F)(F)F)c1CC(=O)Br)Sc1c(cc(I)cc1S(=O)(=O)C(F)(F)F)N2CCF.FC(F)C(F)(F)COC(F)(F)C(F)F.FC(F)C(F)(F)COC(F)(F)C(F)F",
  "orbital_gap_ev": 8.644,
  "total_energy_ev": -216997.9573,
  "homo_ha": -0.32897
}